Computed, not measured: the molecule C22H36N4O3, with wB97M-V/def2-TZVPD.

**Total charge**: 0

The geometry in XYZ format:
```
65
C22H36N4O3 (wB97M-V/def2-TZVPD)
C 3.519 3.466 1.127
O 2.277 2.851 0.877
C 2.363 1.440 0.930
C 0.993 0.843 0.694
C 0.435 1.171 -0.686
C -0.923 0.513 -0.948
C -1.976 0.866 0.089
O -2.492 0.022 0.802
N -2.310 2.185 0.154
C -3.159 2.683 1.231
C -2.335 2.970 2.487
C -1.247 3.993 2.180
C -1.796 5.268 1.519
N -0.683 6.078 0.995
C -0.672 7.484 1.358
C 0.143 5.520 0.069
O -0.152 4.473 -0.511
C 1.457 6.140 -0.176
C 2.242 6.997 0.560
N 3.484 7.107 0.021
C 3.471 6.323 -1.041
N 2.277 5.714 -1.211
C 1.996 4.717 -2.249
C 3.034 4.808 -3.354
C 4.453 4.837 -2.797
C 5.501 4.753 -3.896
C 4.619 6.111 -1.971
C -2.881 5.062 0.448
C -3.875 3.959 0.803
H 3.370 4.544 1.110
H 3.916 3.176 2.107
H 4.259 3.191 0.363
H 3.073 1.087 0.166
H 2.754 1.130 1.909
H 1.061 -0.241 0.823
H 0.313 1.206 1.472
H 0.365 2.254 -0.793
H 1.139 0.825 -1.450
H -1.290 0.806 -1.935
H -0.834 -0.573 -0.931
H -1.692 2.846 -0.301
H -3.883 1.898 1.441
H -3.007 3.334 3.271
H -1.886 2.044 2.851
H -0.727 4.285 3.096
H -0.498 3.535 1.536
H -2.238 5.869 2.319
H -0.086 8.059 0.647
H -1.695 7.863 1.333
H -0.272 7.647 2.363
H 1.985 7.518 1.466
H 2.003 3.733 -1.778
H 0.992 4.884 -2.629
H 2.898 3.953 -4.020
H 2.868 5.711 -3.953
H 4.570 3.975 -2.128
H 5.383 5.580 -4.601
H 6.510 4.807 -3.485
H 5.413 3.820 -4.455
H 4.695 6.971 -2.644
H 5.537 6.093 -1.382
H -3.406 6.010 0.297
H -2.401 4.824 -0.499
H -4.525 3.760 -0.052
H -4.518 4.275 1.630
```

Computed, not measured: the molecule C15H24N4O3S at a distorted geometry, with wB97M-V/def2-TZVPD.

**Total charge**: 0

The geometry in XYZ format:
```
47
C15H24N4O3S (wB97M-V/def2-TZVPD)
C 1.807 3.837 3.934
C 1.806 2.324 4.115
C 0.432 1.768 4.494
C -0.675 2.020 3.468
C -0.369 1.514 2.059
C -0.120 0.006 2.022
N 0.034 -0.455 0.668
C -0.907 -0.978 -0.144
S -2.531 -1.262 0.389
C -3.214 -2.004 -1.123
C -3.490 -0.961 -2.190
O -4.504 -0.101 -1.732
C -4.800 0.932 -2.634
N -0.455 -1.258 -1.361
C 0.842 -0.887 -1.336
C 1.185 -0.375 -0.091
C 2.502 0.093 0.202
O 2.933 0.562 1.236
N 3.317 -0.055 -0.923
C 3.027 -0.559 -2.177
O 3.867 -0.616 -3.045
N 1.728 -0.984 -2.364
C 1.315 -1.531 -3.637
H 1.409 4.330 4.820
H 1.206 4.132 3.078
H 2.822 4.193 3.771
H 2.503 2.067 4.916
H 2.172 1.846 3.206
H 0.525 0.694 4.669
H 0.119 2.221 5.439
H -0.873 3.091 3.410
H -1.590 1.538 3.822
H -1.218 1.744 1.411
H 0.510 2.023 1.662
H -0.963 -0.531 2.467
H 0.800 -0.233 2.558
H -4.142 -2.481 -0.812
H -2.495 -2.738 -1.479
H -3.808 -1.471 -3.115
H -2.570 -0.401 -2.409
H -5.584 1.530 -2.174
H -5.157 0.533 -3.592
H -3.921 1.562 -2.822
H 4.278 0.250 -0.811
H 0.523 -0.918 -4.064
H 2.184 -1.535 -4.292
H 0.941 -2.545 -3.497
```

Computed, not measured: a structure of composition C3H3CdO4 at a distorted geometry, with wB97M-V/def2-TZVPD.

**Total charge**: 0
**<S²>**: 0.75
**2S+1**: 2

The geometry in XYZ format:
```
11
C3H3CdO4 (wB97M-V/def2-TZVPD)
C 1.404 0.209 -1.846
C 2.392 0.642 -0.818
O 2.417 0.056 0.276
O 1.020 -1.065 -1.572
H 1.921 0.278 -2.828
H 3.192 1.349 -1.094
Cd 0.865 -1.301 0.337
O -0.784 -0.507 0.922
O -2.487 0.971 0.865
C -1.395 0.552 0.555
H 0.400 1.022 -1.763
```

| no. | total energy (Ha) |
| --- | --- |
| 1 | -1304.72283 |
| 2 | -1428.97573 |
| 3 | -584.65914 |